(1)
Below is an isolated molecule of C3H3ClN2, with properties calculated with wB97M-V/def2-TZVPD.

Geometry as XYZ:
```
9
Properties=species:S:1:pos:R:3:mulliken_charge:R:1
C 0.003 -0.292 -1.457 -0.100
C 1.256 -0.537 -1.101 0.031
C -0.738 0.327 0.691 0.171
N -1.036 -0.007 -0.544 -0.470
N 0.363 0.636 1.292 -0.611
Cl 2.022 -1.473 0.012 -0.016
H -0.282 -0.062 -2.419 0.426
H 0.051 0.992 2.197 0.259
H -1.639 0.418 1.329 0.310
```

frontier orbital gap (spin up / spin down) = 6.6 / 7.9 eV
multiplicity = 1
HOMO (spin up / spin down) = -8.8 / -9.1 eV
energy relative to the best compared isomer or geometry (same formula, charge and spin) = 115.1 kcal per mole
lowest unoccupied orbital energy (spin up / spin down) = -2.1797 / -1.1720 eV

=====

(2)
Below is an isolated molecule of C3H3ClN2, with properties calculated with wB97M-V/def2-TZVPD.

Geometry as XYZ:
```
9
Properties=species:S:1:pos:R:3:mulliken_charge:R:1
C 0.277 1.254 0.036 -0.439
C -0.110 -0.057 0.044 -0.092
C 2.225 0.282 -0.022 0.308
N 1.636 1.389 -0.003 -0.382
N 0.936 -0.889 0.060 -0.263
Cl 3.792 -0.222 0.000 -0.134
H -0.332 2.137 0.051 0.401
H -1.121 -0.420 0.089 0.389
H 0.959 -1.870 -0.149 0.211
```

frontier orbital gap = 9.1 eV
multiplicity = 1
HOMO = -8.3 eV
energy relative to the best compared isomer or geometry (same formula, charge and spin) = 29.6 kcal per mole
SMILES = Clc1ncc[nH]1
lowest unoccupied orbital energy = 0.8383 eV

=====

(3)
Below is a cluster of 2 separate species, C3H3ClN2O2 in total, with properties calculated with wB97M-V/def2-TZVPD.

Geometry as XYZ:
```
11
Properties=species:S:1:pos:R:3:mulliken_charge:R:1
C 1.586 -1.278 0.777 0.267
C -0.311 0.820 0.294 -0.653
C 0.446 -1.151 -0.036 -0.153
N 2.502 -1.413 1.450 -0.328
N -1.043 1.275 -0.852 0.959
O -1.832 2.161 -0.618 -0.537
O -0.816 0.794 -1.932 -0.535
Cl -0.870 -2.200 0.421 -0.123
H 0.643 1.329 0.404 0.334
H -0.893 0.758 1.201 0.372
H 0.587 -1.096 -1.111 0.396
```

frontier orbital gap = 9.6 eV
multiplicity = 1
HOMO = -10.5 eV
energy relative to the best compared isomer or geometry (same formula, charge and spin) = 125.9 kcal per mole
lowest unoccupied orbital energy = -0.9707 eV

=====

(4)
Below is the ion C3H3ClN2O3P with charge -1, with properties calculated with wB97M-V/def2-TZVPD.

Geometry as XYZ:
```
13
Properties=species:S:1:pos:R:3:mulliken_charge:R:1
C -0.207 -0.570 0.797 0.335
C -0.387 0.034 -0.350 -0.581
C 1.122 1.189 1.613 0.524
N 0.491 -0.016 1.838 -0.243
N 1.169 2.001 0.748 -0.619
O -0.276 0.288 -3.024 -0.511
O -0.933 -1.842 -1.780 -0.642
O -2.599 0.151 -1.995 -0.689
P -1.232 -0.375 -1.894 0.858
Cl 2.167 1.375 3.275 -0.429
H -0.585 -1.570 0.983 0.449
H 0.699 -0.532 2.679 0.234
H 0.571 -0.132 -2.891 0.314
```

frontier orbital gap (spin up / spin down) = 6.7 / 6.7 eV
multiplicity = 1
HOMO (spin up / spin down) = -5.4 / -5.4 eV
energy relative to the best compared isomer or geometry (same formula, charge and spin) = 53.9 kcal per mole
lowest unoccupied orbital energy (spin up / spin down) = 1.3627 / 1.3609 eV
net charge = -1

=====

(5)
Below is an isolated molecule of C3H3ClN2S, with properties calculated with wB97M-V/def2-TZVPD.

Geometry as XYZ:
```
10
Properties=species:S:1:pos:R:3:mulliken_charge:R:1
C 0.628 0.199 0.009 0.238
C -0.469 0.245 -0.791 -0.315
C -1.518 -0.185 0.126 0.389
H 2.594 1.031 -1.461 0.164
H -0.497 0.569 -1.849 0.312
H 0.851 -0.747 2.008 0.302
N -1.070 -0.703 1.290 -0.728
N 0.248 -0.319 1.155 0.121
S 2.360 0.179 -0.238 -0.300
Cl -3.127 -0.267 -0.248 -0.184
```

frontier orbital gap = 9.4 eV
multiplicity = 1
HOMO = -9.0 eV
energy relative to the best compared isomer or geometry (same formula, charge and spin) = 37.1 kcal per mole
SMILES = Sc1cc(Cl)n[nH]1
lowest unoccupied orbital energy = 0.3604 eV

=====

(6)
Below is an isolated molecule of C3H3ClN2S, with properties calculated with wB97M-V/def2-TZVPD.

Geometry as XYZ:
```
10
Properties=species:S:1:pos:R:3:mulliken_charge:R:1
C 1.970 0.557 0.099 0.132
C -0.421 -0.021 0.154 0.539
C 0.717 0.350 -0.645 -0.695
N 2.850 0.865 0.766 -0.347
N -0.372 -0.260 1.366 -0.485
S -1.781 -0.471 -1.045 -0.024
Cl -3.131 -1.451 0.044 -0.154
H 0.463 1.211 -1.100 0.377
H 0.841 -0.321 -1.569 0.373
H -1.137 -0.459 1.930 0.284
```

frontier orbital gap = 9.5 eV
multiplicity = 1
HOMO = -9.8 eV
energy relative to the best compared isomer or geometry (same formula, charge and spin) = 31.1 kcal per mole
SMILES = [H]/N=C(/CC#N)SCl
lowest unoccupied orbital energy = -0.2626 eV

=====

(7)
Below is the ion C3H3ClNO with charge +1, with properties calculated with wB97M-V/def2-TZVPD.

Geometry as XYZ:
```
9
Properties=species:S:1:pos:R:3:mulliken_charge:R:1
C -0.247 0.461 -0.138 -0.523
C -1.672 0.640 0.145 0.538
C 0.682 -0.411 0.777 0.094
N 1.921 -0.552 0.682 -0.288
O -2.746 0.570 0.446 0.032
Cl 2.901 0.400 -0.344 -0.023
H -0.059 0.019 -1.059 0.406
H 0.400 1.382 -0.212 0.412
H 0.214 -1.159 1.515 0.353
```

frontier orbital gap = 8.3 eV
multiplicity = 1
HOMO = -14.8 eV
energy relative to the best compared isomer or geometry (same formula, charge and spin) = 18.4 kcal per mole
lowest unoccupied orbital energy = -6.4478 eV
net charge = +1

=====

(8)
Below is a cluster of 2 separate species, C3H3ClO in total, with properties calculated with wB97M-V/def2-TZVPD.

Geometry as XYZ:
```
8
Properties=species:S:1:pos:R:3:mulliken_charge:R:1
C 0.128 -0.093 -0.012 -0.068
C -0.864 0.659 -0.191 0.019
C 1.565 -0.539 0.165 -0.189
O 0.441 -1.394 -0.078 -0.279
Cl -4.142 0.584 -0.013 -0.503
H -1.411 1.560 -0.354 0.506
H 2.193 -0.328 -0.602 0.257
H 2.089 -0.448 1.086 0.257
```

frontier orbital gap (spin up / spin down) = 5.3 / 5.3 eV
multiplicity = 1
HOMO (spin up / spin down) = -8.9 / -8.9 eV
energy relative to the best compared isomer or geometry (same formula, charge and spin) = 140.9 kcal per mole
lowest unoccupied orbital energy (spin up / spin down) = -3.6550 / -3.6553 eV

=====

(9)
Below is an isolated molecule of C3H3ClO2, with properties calculated with wB97M-V/def2-TZVPD.

Geometry as XYZ:
```
9
Properties=species:S:1:pos:R:3:mulliken_charge:R:1
C -0.359 0.339 -2.590 0.335
C -0.345 -0.551 -1.460 0.818
C -0.030 0.067 -0.154 -1.080
O -0.888 1.229 -3.257 -0.546
O 0.679 -0.459 -2.522 -0.347
Cl -1.380 -1.943 -1.691 -0.187
H -1.032 0.319 0.430 0.270
H 0.398 0.933 -0.417 0.403
H 0.424 -0.632 0.459 0.334
```

frontier orbital gap = 11.0 eV
multiplicity = 1
HOMO = -10.3 eV
energy relative to the best compared isomer or geometry (same formula, charge and spin) = 37.8 kcal per mole
SMILES = C[C@]1(Cl)OC1=O
lowest unoccupied orbital energy = 0.6293 eV

=====

(10)
Below is a cluster of 2 separate species, C3H3ClO2 in total, with properties calculated with wB97M-V/def2-TZVPD.

Geometry as XYZ:
```
9
Properties=species:S:1:pos:R:3:mulliken_charge:R:1
C 2.115 -1.093 -0.460 0.730
C -0.162 0.682 -0.471 0.049
C -1.106 0.353 0.639 -0.958
O 1.887 -0.915 -1.553 -0.308
O 2.409 -1.386 0.613 -0.378
Cl -1.125 1.455 -1.674 -0.108
H -1.914 -0.225 0.486 0.408
H -1.429 1.350 0.903 0.327
H -0.675 -0.220 1.517 0.239
```

frontier orbital gap = 8.6 eV
multiplicity = 1
HOMO = -9.3 eV
energy relative to the best compared isomer or geometry (same formula, charge and spin) = 59.1 kcal per mole
lowest unoccupied orbital energy = -0.6986 eV

=====

(11)
Below is a cluster of 2 separate species, C3H3ClO2 in total, with properties calculated with wB97M-V/def2-TZVPD.

Geometry as XYZ:
```
9
Properties=species:S:1:pos:R:3:mulliken_charge:R:1
C -0.592 0.411 -0.493 -0.023
C 2.310 -1.187 -0.193 0.051
C 3.043 -0.287 0.120 0.247
O 1.687 -2.362 -0.011 -0.451
O -0.428 -0.457 0.334 -0.414
Cl 4.019 1.019 0.166 -0.177
H -0.393 1.568 -0.464 0.232
H -0.987 0.106 -1.599 0.192
H 1.002 -2.207 0.567 0.342
```

frontier orbital gap = 9.6 eV
multiplicity = 1
HOMO = -9.2 eV
energy relative to the best compared isomer or geometry (same formula, charge and spin) = 92.7 kcal per mole
SMILES = OC#CCl.C=O
lowest unoccupied orbital energy = 0.3714 eV

=====

(12)
Below is an isolated molecule of C3H3ClOS2, with properties calculated with wB97M-V/def2-TZVPD.

Geometry as XYZ:
```
10
Properties=species:S:1:pos:R:3:mulliken_charge:R:1
C 0.924 -0.309 0.177 -0.172
C -0.088 -1.013 0.666 -0.452
C 0.705 1.116 -0.395 -0.060
O -2.441 -1.387 -0.275 -0.520
S -1.377 1.312 -0.497 -0.107
S -1.905 -0.385 0.684 0.398
Cl 1.472 2.387 0.440 -0.121
H 1.785 -0.752 -0.167 0.366
H -0.182 -2.124 0.810 0.326
H 1.108 1.155 -1.443 0.342
```

frontier orbital gap = 9.7 eV
multiplicity = 1
HOMO = -9.7 eV
energy relative to the best compared isomer or geometry (same formula, charge and spin) = 39.7 kcal per mole
lowest unoccupied orbital energy = 0.0069 eV

=====

(13)
Below is an isolated molecule of C3H3ClS2, with properties calculated with wB97M-V/def2-TZVPD.

Geometry as XYZ:
```
9
Properties=species:S:1:pos:R:3:mulliken_charge:R:1
C 1.203 0.388 -0.347 -0.231
C 2.396 -0.116 -0.402 0.123
C -1.726 -0.059 0.221 -0.517
S -0.023 0.278 1.013 -0.055
S -2.211 -1.712 0.697 -0.089
Cl 3.656 -0.796 0.234 -0.121
H 0.718 1.242 -0.926 0.289
H -2.430 0.745 0.438 0.352
H -1.583 0.030 -0.929 0.249
```

frontier orbital gap (spin up / spin down) = 7.9 / 6.3 eV
multiplicity = 1
HOMO (spin up / spin down) = -8.8 / -8.4 eV
energy relative to the best compared isomer or geometry (same formula, charge and spin) = 99.3 kcal per mole
lowest unoccupied orbital energy (spin up / spin down) = -0.8636 / -2.0921 eV

=====

(14)
Below is a structure of composition C3H3EuO2, with properties calculated with wB97M-V/def2-TZVPD.

Geometry as XYZ:
```
9
Properties=species:S:1:pos:R:3:mulliken_charge:R:1
O 0.245 -1.004 -0.490 -0.563
Eu 2.357 0.235 0.294 1.655
O -2.291 1.235 0.053 -0.482
C -1.793 0.146 -0.138 0.644
C -0.457 -0.267 0.273 -0.186
C -2.440 -1.305 0.190 -1.031
H -2.365 -1.925 -0.717 0.319
H -3.499 -1.115 0.404 0.364
H -2.097 -1.898 1.049 0.280
```

frontier orbital gap (spin up / spin down) = 5.0 / 5.3 eV
multiplicity = 8
HOMO (spin up / spin down) = -11.0 / -11.2 eV
expectation value of S² = 15.778
energy relative to the best compared isomer or geometry (same formula, charge and spin) = 104.2 kcal per mole
lowest unoccupied orbital energy (spin up / spin down) = -6.0013 / -5.8842 eV
net charge = +1

=====

(15)
Below is an isolated molecule of C3H3F, with properties calculated with wB97M-V/def2-TZVPD.

Geometry as XYZ:
```
7
Properties=species:S:1:pos:R:3:mulliken_charge:R:1
C 0.484 0.385 -1.176 -0.460
C -0.144 0.436 0.106 -0.085
C -0.112 -0.256 1.276 -0.090
F -0.662 0.288 2.361 -0.214
H -0.158 0.658 -2.095 0.188
H -0.826 1.190 0.296 0.324
H 0.004 -1.244 1.367 0.336
```

frontier orbital gap (spin up / spin down) = 8.2 / 7.7 eV
multiplicity = 1
HOMO (spin up / spin down) = -9.1 / -8.4 eV
energy relative to the best compared isomer or geometry (same formula, charge and spin) = 63.0 kcal per mole
lowest unoccupied orbital energy (spin up / spin down) = -0.9244 / -0.7407 eV

=====

(16)
Below is a cluster of 2 separate species, C3H3F in total, with properties calculated with wB97M-V/def2-TZVPD.

Geometry as XYZ:
```
7
Properties=species:S:1:pos:R:3:mulliken_charge:R:1
C -0.158 0.166 -0.057 -0.267
C 2.212 0.677 0.403 -0.007
C -1.363 -0.274 0.153 -0.375
F 2.715 -0.371 -0.093 -0.059
H 0.322 0.777 -0.895 0.229
H -2.217 -0.043 -0.473 0.258
H -1.511 -0.932 0.962 0.221
```

frontier orbital gap (spin up / spin down) = 8.3 / 9.5 eV
multiplicity = 3
HOMO (spin up / spin down) = -7.9 / -10.6 eV
expectation value of S² = 2.015
energy relative to the best compared isomer or geometry (same formula, charge and spin) = 57.4 kcal per mole
lowest unoccupied orbital energy (spin up / spin down) = 0.4310 / -1.0768 eV

=====

(17)
Below is an isolated molecule of C3H3F2IO, with properties calculated with wB97M-V/def2-TZVPD.

Geometry as XYZ:
```
10
Properties=species:S:1:pos:R:3:mulliken_charge:R:1
C -0.951 -0.005 0.272 -0.220
C -1.362 1.205 -0.087 0.629
C 1.440 -0.593 -0.009 -0.633
O 0.555 -0.108 0.909 -0.327
F -2.500 1.511 -0.599 -0.201
F -0.567 2.281 0.120 -0.194
I -1.849 -1.819 -0.083 0.167
H 2.534 -0.465 0.407 0.215
H 1.443 -0.247 -0.979 0.328
H 1.258 -1.759 0.051 0.238
```

frontier orbital gap = 9.7 eV
multiplicity = 1
HOMO = -9.5 eV
energy relative to the best compared isomer or geometry (same formula, charge and spin) = 44.6 kcal per mole
SMILES = COC(I)=C(F)F
lowest unoccupied orbital energy = 0.2316 eV

=====

(18)
Below is an isolated molecule of C3H3F2IO, with properties calculated with wB97M-V/def2-TZVPD.

Geometry as XYZ:
```
10
Properties=species:S:1:pos:R:3:mulliken_charge:R:1
C -0.119 -0.435 -0.321 0.335
C -0.517 0.845 -0.011 0.655
C 0.874 -1.245 0.486 -0.960
O -1.574 1.477 -0.456 -0.646
F -0.712 -1.069 -1.402 -0.272
F 0.113 1.438 0.970 -0.224
I -1.387 3.386 -1.204 0.235
H 1.945 -1.025 0.314 0.256
H 0.686 -2.319 0.151 0.308
H 0.692 -1.054 1.472 0.313
```

frontier orbital gap (spin up / spin down) = 7.1 / 7.1 eV
multiplicity = 1
HOMO (spin up / spin down) = -8.8 / -8.8 eV
energy relative to the best compared isomer or geometry (same formula, charge and spin) = 25.1 kcal per mole
SMILES = C/C(F)=C(\F)OI
lowest unoccupied orbital energy (spin up / spin down) = -1.6133 / -1.6136 eV

=====

(19)
Below is a cluster of 2 separate species, C3H3F2N in total, with properties calculated with wB97M-V/def2-TZVPD.

Geometry as XYZ:
```
9
Properties=species:S:1:pos:R:3:mulliken_charge:R:1
C -1.050 -1.890 -0.771 0.123
C -0.185 0.808 0.530 -0.745
C 1.081 1.051 0.268 0.574
N -1.816 -1.128 -0.363 -0.392
F 1.530 1.677 -0.806 -0.217
F 2.258 0.624 0.889 -0.254
H -0.499 -2.754 -0.968 0.291
H -0.905 1.532 -0.073 0.225
H -0.414 0.080 1.294 0.394
```

frontier orbital gap = 10.8 eV
multiplicity = 1
HOMO = -9.9 eV
energy relative to the best compared isomer or geometry (same formula, charge and spin) = 46.1 kcal per mole
SMILES = C=C(F)F.C#N
lowest unoccupied orbital energy = 0.8377 eV

=====

(20)
Below is a cluster of 2 separate species, C3H3F2NO in total, with properties calculated with wB97M-V/def2-TZVPD.

Geometry as XYZ:
```
10
Properties=species:S:1:pos:R:3:mulliken_charge:R:1
C -1.346 1.002 0.205 -0.048
C -0.801 -1.202 -0.056 -0.169
C 0.504 -0.596 0.108 0.252
N 1.492 -0.035 0.201 -0.352
O -1.758 -0.167 -0.230 -0.145
F -2.346 1.844 -0.016 -0.105
F 3.427 1.704 -0.137 -0.459
H -0.834 -1.842 -0.942 0.243
H -1.071 -1.788 0.830 0.240
H 2.734 1.081 0.039 0.544
```

frontier orbital gap = 11.0 eV
multiplicity = 1
HOMO = -10.7 eV
energy relative to the best compared isomer or geometry (same formula, charge and spin) = 50.7 kcal per mole
lowest unoccupied orbital energy = 0.2438 eV

=====

no.,molar mass (g mol⁻¹),strongest force on any atom (Eh/bohr)
1,102.5,0.0781
2,102.5,0.1057
3,134.5,0.0911
4,181.5,0.0367
5,134.6,0.1421
6,134.6,0.0767
7,104.5,0.0617
8,90.5,0.0612
9,106.5,0.1087
10,106.5,0.0777
11,106.5,0.0800
12,154.6,0.0702
13,138.6,0.0645
14,223.0,0.0887
15,58.1,0.0757
16,58.1,0.0536
17,220.0,0.1165
18,220.0,0.0760
19,91.1,0.0590
20,107.1,0.0191